Entry 1:
{"formula": "C9H16ClN2O", "method": "ωB97M-V/def2-TZVPD", "elements": ["C", "C", "C", "C", "C", "C", "C", "C", "C", "N", "N", "O", "Cl", "H", "H", "H", "H", "H", "H", "H", "H", "H", "H", "H", "H", "H", "H", "H", "H"], "coordinates": [[2.516, 1.911, 0.548], [2.179, -2.189, -0.844], [2.122, 0.850, -0.121], [0.989, -2.066, -0.293], [-3.260, 1.378, -1.320], [-2.296, 0.280, -1.067], [0.656, 0.602, -0.401], [0.705, -1.373, 1.091], [-2.305, -0.788, -0.098], [-0.426, 0.657, 1.739], [0.009, -0.111, 0.720], [-2.118, 1.565, -0.487], [-2.892, -0.517, 1.397], [3.521, 2.179, 0.898], [1.829, 2.467, 1.083], [2.455, -2.722, -1.757], [3.065, -1.849, -0.402], [3.017, 0.156, -0.321], [0.078, -2.532, -0.820], [-3.337, 1.781, -2.355], [-4.238, 1.407, -0.841], [-1.623, 0.082, -1.976], [0.709, -0.019, -1.225], [0.111, 1.486, -0.365], [1.703, -1.103, 1.634], [0.042, -1.941, 1.705], [-2.487, -1.742, -0.529], [-0.587, 1.641, 1.660], [-0.137, 0.509, 2.748]], "orbital_gap_ev": [6.96, 8.40], "e_above_lowest_kj_mol": 509.8, "charge": 1, "e_lumo_ev": [-5.17, -4.52], "spin_multiplicity": 1}

---

Entry 2:
{"formula": "C9H16F9N4O2S", "method": "ωB97M-V/def2-TZVPD", "elements": ["N", "C", "N", "F", "C", "N", "N", "S", "C", "C", "O", "C", "C", "F", "F", "C", "F", "F", "C", "F", "F", "C", "F", "F", "H", "H", "H", "H", "H", "H", "H", "H", "H", "H", "H", "H", "H", "H", "O", "H", "H"], "coordinates": [[0.799, -2.568, 1.918], [0.895, -3.013, 0.457], [2.206, -2.448, -0.089], [3.029, -2.149, 0.947], [1.969, -1.155, -0.854], [1.171, -1.110, -1.971], [2.690, 0.090, -0.315], [3.667, 0.611, -1.711], [1.713, 1.232, -0.094], [0.843, 1.079, 1.326], [0.144, 2.373, 1.495], [-1.259, 2.187, 1.907], [-2.278, 1.788, 0.665], [-1.776, 2.258, -0.676], [-3.595, 2.439, 1.012], [-2.566, 0.181, 0.517], [-2.359, -0.614, 1.749], [-1.669, -0.333, -0.584], [-4.110, -0.175, -0.002], [-5.103, -0.158, 1.113], [-4.537, 0.691, -1.156], [-4.158, -1.733, -0.607], [-3.932, -1.651, -2.097], [-5.504, -2.320, -0.413], [1.276, -3.292, 2.504], [-0.223, -2.532, 2.159], [1.010, -4.182, 0.473], [-0.034, -2.674, -0.184], [1.008, -2.021, -2.494], [0.725, -0.262, -2.386], [4.193, 1.907, -1.467], [2.305, 2.259, 0.018], [0.908, 1.357, -0.936], [0.124, 0.150, 1.308], [1.639, 0.980, 2.208], [-1.633, 3.256, 2.285], [-1.379, 1.477, 2.854], [-3.288, -2.339, -0.109], [5.465, 3.433, -2.602], [5.445, 2.910, -3.417], [6.178, 4.072, -2.751]], "orbital_gap_ev": 7.50, "charge": 1, "e_lumo_ev": -5.16, "spin_multiplicity": 1}

---

Entry 3:
{"formula": "C9H16FN2O", "method": "ωB97M-V/def2-TZVPD", "elements": ["C", "C", "C", "C", "C", "C", "C", "C", "C", "N", "N", "O", "F", "H", "H", "H", "H", "H", "H", "H", "H", "H", "H", "H", "H", "H", "H", "H", "H"], "coordinates": [[0.822, 1.395, 2.527], [-2.059, -0.967, -1.787], [0.458, -0.032, -1.932], [-1.256, -1.781, -0.815], [-0.178, 1.260, 0.273], [-0.853, -0.439, -1.192], [1.404, 0.724, -0.939], [-1.675, -2.136, 0.605], [2.230, 1.954, -1.352], [1.300, 0.852, 3.693], [0.243, 0.719, 1.578], [-1.282, 0.681, -0.362], [2.170, -0.015, -0.136], [0.830, 2.476, 2.325], [-2.048, -1.344, -2.799], [-2.897, -0.651, -1.331], [0.974, -0.892, -2.307], [0.259, 0.664, -2.736], [-0.751, -2.578, -1.186], [-0.324, 2.276, 0.403], [-2.413, -1.384, 1.032], [-0.698, -2.206, 1.152], [-2.210, -3.178, 0.744], [2.877, 1.562, -2.146], [2.809, 2.427, -0.425], [1.722, 2.787, -1.860], [1.821, 1.462, 4.230], [1.382, -0.113, 3.701], [0.122, -0.243, 1.674]], "orbital_gap_ev": 9.30, "e_above_lowest_kj_mol": 173.5, "charge": 1, "e_lumo_ev": -3.50, "spin_multiplicity": 1}

---

Entry 4:
{"formula": "C9H16IN2O2", "method": "ωB97M-V/def2-TZVPD", "elements": ["C", "C", "C", "C", "C", "C", "C", "C", "C", "N", "N", "O", "O", "I", "H", "H", "H", "H", "H", "H", "H", "H", "H", "H", "H", "H", "H", "H", "H", "H"], "coordinates": [[-0.956, -0.992, 0.136], [0.947, 0.318, -0.101], [-0.619, -2.336, -0.362], [-1.075, -3.265, 0.819], [-2.209, -2.446, 1.482], [1.807, 1.319, -2.066], [2.401, 2.232, 0.035], [0.233, 2.583, -0.987], [-2.213, -0.168, 2.113], [-1.763, -1.062, 1.232], [1.331, 1.662, -0.788], [-0.340, 0.195, -0.141], [1.877, -0.387, 0.195], [-2.394, 1.816, 1.620], [-1.077, -2.542, -1.247], [0.422, -2.518, -0.486], [-1.293, -4.272, 0.419], [-0.172, -3.441, 1.529], [-3.134, -2.700, 1.124], [-2.262, -2.662, 2.654], [1.050, 0.658, -2.567], [1.965, 2.119, -2.792], [2.648, 0.676, -2.008], [3.261, 1.526, 0.368], [2.799, 3.214, -0.439], [1.889, 2.458, 1.015], [0.606, 3.404, -1.566], [-0.468, 2.091, -1.796], [-0.263, 3.053, -0.166], [-3.000, -0.534, 2.773]], "orbital_gap_ev": 7.19, "e_above_lowest_kj_mol": 109.3, "charge": 1, "e_lumo_ev": -3.02, "spin_multiplicity": 1}

---

Entry 5:
{"formula": "C9H16IrN6Se4Te", "method": "ωB97M-V/def2-TZVPD", "elements": ["Ir", "N", "C", "C", "N", "C", "C", "N", "H", "H", "H", "H", "H", "H", "H", "H", "H", "H", "H", "H", "H", "Se", "Se", "Te", "Se", "Se", "N", "C", "C", "C", "C", "N", "C", "N", "H", "H", "H"], "coordinates": [[0.663, 0.395, 0.619], [-1.319, 0.402, -0.161], [-2.202, 1.184, 0.733], [-1.927, 0.712, 2.147], [-0.444, 0.678, 2.361], [0.099, 1.848, 3.117], [0.373, 3.007, 2.177], [1.280, 2.523, 1.113], [-1.583, -0.587, -0.156], [-1.431, 0.722, -1.119], [-1.943, 2.233, 0.609], [-3.254, 1.063, 0.473], [-2.413, 1.350, 2.885], [-2.304, -0.301, 2.284], [-0.244, -0.155, 2.909], [-0.600, 2.134, 3.903], [1.027, 1.530, 3.594], [-0.548, 3.353, 1.713], [0.797, 3.849, 2.725], [1.333, 3.172, 0.335], [2.225, 2.446, 1.481], [-1.242, -2.737, 1.587], [-1.751, -4.646, 0.619], [0.059, -5.023, -1.029], [1.221, -3.016, -0.818], [3.476, -1.498, 2.828], [4.702, -1.818, 1.604], [4.314, -1.267, 0.466], [4.984, -1.255, -0.797], [4.364, -0.614, -1.823], [3.084, 0.006, -1.655], [2.446, 0.022, -0.514], [3.068, -0.597, 0.540], [2.434, -0.562, 1.705], [5.944, -1.739, -0.912], [4.821, -0.564, -2.801], [2.600, 0.485, -2.497]], "orbital_gap_ev": [5.31, 5.34], "e_above_lowest_kj_mol": 389.6, "charge": 2, "e_lumo_ev": [-8.03, -8.03], "s_squared": 0.75, "spin_multiplicity": 2}

---

Entry 6:
{"formula": "C9H16LaN2PS", "method": "ωB97M-V/def2-TZVPD", "elements": ["C", "C", "C", "C", "C", "La", "P", "H", "H", "H", "H", "H", "H", "H", "H", "S", "C", "N", "C", "C", "C", "N", "H", "H", "H", "H", "H", "H", "H", "H"], "coordinates": [[2.284, -2.297, -1.101], [2.293, -3.658, -0.672], [1.559, -4.429, -1.624], [1.148, -3.557, -2.682], [1.579, -2.240, -2.371], [0.309, 0.942, -0.665], [3.181, 2.044, -0.401], [2.758, -1.440, -0.614], [2.780, -4.031, 0.228], [1.352, -5.496, -1.565], [1.453, -1.355, -2.999], [0.612, -3.854, -3.582], [3.937, 2.487, -1.536], [4.251, 1.334, 0.241], [3.314, 3.257, 0.358], [-1.496, -0.799, -0.969], [-1.926, 0.380, 0.189], [-1.054, 0.657, 1.260], [-1.592, 1.256, 2.534], [-2.654, 2.292, 2.221], [-2.841, 2.575, 0.742], [-2.949, 1.257, 0.041], [-0.482, -0.197, 1.443], [-0.723, 1.684, 3.036], [-1.976, 0.437, 3.152], [-2.421, 3.227, 2.743], [-3.604, 1.940, 2.640], [-2.002, 3.154, 0.317], [-3.771, 3.113, 0.545], [-3.320, 1.316, -0.909]], "orbital_gap_ev": [4.46, 4.45], "e_lumo_ev": [-1.06, -1.08], "spin_multiplicity": 1}

---

Entry 7:
{"formula": "C9H16N", "method": "ωB97M-V/def2-TZVPD", "elements": ["C", "C", "C", "C", "C", "C", "C", "H", "H", "H", "H", "H", "H", "H", "H", "C", "C", "N", "H", "H", "H", "H", "H", "H", "H", "H"], "coordinates": [[1.748, -2.796, 0.665], [-0.357, -2.946, -0.763], [0.371, -2.316, 0.236], [-1.662, -2.547, -1.024], [-2.231, -1.480, -0.356], [-0.162, -1.201, 0.875], [-1.429, -0.748, 0.503], [0.050, -3.725, -1.398], [-2.279, -3.072, -1.739], [1.900, -2.671, 1.731], [2.519, -2.162, 0.217], [-3.190, -1.108, -0.678], [0.312, -0.698, 1.708], [-1.744, 0.243, 0.850], [1.889, -3.831, 0.374], [0.457, 2.190, -0.078], [0.549, 2.988, -1.368], [0.185, 3.143, 1.087], [-0.321, 1.461, -0.027], [1.438, 1.813, 0.196], [0.512, 2.296, -2.215], [1.534, 3.423, -1.449], [-0.845, 3.385, 1.143], [0.313, 2.629, 2.011], [0.704, 4.047, 1.005], [-0.260, 3.683, -1.504]], "orbital_gap_ev": [4.63, 9.87], "e_above_lowest_kj_mol": 0.0, "e_lumo_ev": [0.90, 0.67], "s_squared": 0.75, "spin_multiplicity": 2}

---

Entry 8:
{"formula": "C9H16N4", "method": "ωB97M-V/def2-TZVPD", "elements": ["C", "C", "C", "N", "C", "C", "C", "N", "N", "C", "C", "C", "N", "H", "H", "H", "H", "H", "H", "H", "H", "H", "H", "H", "H", "H", "H", "H", "H"], "coordinates": [[-1.798, 1.927, 0.715], [-0.365, 1.659, 0.473], [0.179, 0.467, 0.200], [1.531, 0.281, -0.054], [2.412, 1.190, -0.575], [3.655, 0.620, -0.516], [3.452, -0.650, 0.079], [2.190, -0.832, 0.358], [-0.656, -0.753, 0.230], [-0.926, -1.143, 1.617], [-0.138, -1.894, -0.534], [-2.119, -0.404, -0.596], [-2.069, 0.022, -1.807], [-2.165, 2.726, 0.069], [-2.426, 1.029, 0.548], [-1.951, 2.261, 1.746], [0.286, 2.520, 0.542], [2.100, 2.138, -0.964], [4.584, 1.038, -0.845], [4.179, -1.404, 0.308], [0.023, -1.449, 2.068], [-1.321, -0.311, 2.199], [-1.617, -1.981, 1.670], [0.845, -2.158, -0.111], [-0.802, -2.751, -0.442], [0.009, -1.654, -1.585], [-2.949, -0.969, -0.189], [-2.884, -0.035, -2.419], [-1.259, 0.510, -2.185]], "orbital_gap_ev": 6.16, "smiles": "C/C=C(/n1cccn1)[N+](C)(C)C=[NH2+]", "e_above_lowest_kj_mol": 209.3, "charge": 2, "e_lumo_ev": -9.91, "spin_multiplicity": 1}

---

Here are the calculated calculated total energy numbers, same order: -996.96519, -2018.37613, -636.80118, -909.82704, -10658.58950, -1232.94117, -407.15538, -570.79732 (hartree).
Here are the calculated max |F| numbers, same order: 3.2, 5.3, 5.1, 5.1, 1.9, 3.1, 2.0, 3.8 (eV/A).